Entry 1:
52
Properties=species:S:1:pos:R:3 method="wB97M-V/def2-TZVPD" charge=+2 e_above_lowest_ev=1.528 e_lumo_ev=-7.61 e_homo_ev=-14.35 homo_lumo_gap_ha=0.24770
Re 1.460 0.594 1.043
N 1.939 4.709 0.207
C 1.415 3.818 1.029
N 1.682 2.608 0.536
C 2.398 2.862 -0.610
N 2.571 4.128 -0.839
C 2.876 1.714 -1.370
C 3.571 1.779 -2.564
N 3.966 0.677 -3.190
C 3.678 -0.486 -2.626
C 2.990 -0.576 -1.419
N 2.586 0.529 -0.792
H 1.919 5.718 0.282
H 0.864 4.044 1.927
H 3.805 2.736 -3.015
H 4.002 -1.385 -3.136
H 2.765 -1.527 -0.958
Se 1.239 -1.982 6.387
Sb 0.006 -1.243 4.596
Se 3.002 -0.532 2.564
Se 1.422 0.838 3.631
Se -1.897 -1.552 3.324
C -1.739 2.155 1.369
C -2.692 1.473 0.398
C -3.934 0.997 1.169
C -2.197 0.318 -0.472
C -3.040 0.021 -1.532
C -2.822 -1.071 -2.350
C -1.810 -1.964 -2.051
C -0.939 -1.771 -0.987
C 0.045 -2.918 -0.716
C -0.702 -4.265 -0.741
C 0.822 -2.882 0.596
C -1.077 -0.540 -0.278
N 0.004 -0.048 0.444
H -2.268 2.980 1.848
H -0.874 2.563 0.851
H -1.407 1.474 2.155
H -3.028 2.238 -0.309
H -3.666 0.221 1.887
H -4.695 0.593 0.504
H -4.371 1.830 1.719
H -3.885 0.671 -1.720
H -3.468 -1.252 -3.198
H -1.699 -2.841 -2.670
H 0.760 -2.929 -1.548
H -1.456 -4.290 0.049
H 0.006 -5.071 -0.557
H -1.194 -4.481 -1.684
H 0.158 -2.688 1.441
H 1.616 -2.143 0.618
H 1.291 -3.852 0.761

***

Entry 2:
47
Properties=species:S:1:pos:R:3 method="wB97M-V/def2-TZVPD" charge=-2 e_above_lowest_ev=1.955 e_lumo_ev=4.58 e_homo_ev=1.32 homo_lumo_gap_ha=0.11977
Sc -0.190 1.244 -0.086
O -4.340 1.211 0.386
C -3.196 1.174 -0.053
O -2.110 1.277 0.619
C -3.041 0.844 -1.572
C -2.385 -0.545 -1.664
C -2.436 -1.080 -3.109
C -1.287 -0.285 -3.781
C -0.891 0.656 -2.642
O -0.994 -0.224 -1.505
C -2.012 1.690 -2.394
C -1.534 3.004 -1.692
O -2.270 3.977 -1.780
O -0.376 2.958 -1.138
H -4.039 0.874 -1.999
H -2.706 -1.250 -0.901
H -3.411 -0.893 -3.559
H -2.238 -2.151 -3.130
H -1.578 0.249 -4.684
H -0.446 -0.939 -4.012
H 0.120 1.057 -2.710
H -2.460 2.011 -3.334
C 3.863 -0.962 0.315
P 2.293 -0.475 -0.574
C 3.169 -1.423 -2.361
C 2.904 1.119 -1.378
H 4.708 -0.977 -0.374
H 3.745 -1.965 0.733
H 4.054 -0.270 1.133
H 4.194 -1.124 -2.672
H 2.493 -1.191 -3.202
H 3.164 -2.519 -2.240
H 4.002 1.111 -1.383
H 2.551 1.982 -0.819
H 2.577 1.190 -2.421
C 1.478 0.508 0.943
C 1.859 0.620 2.301
C 1.673 1.870 3.009
C 2.083 2.071 4.305
C 2.687 1.047 5.045
C 2.825 -0.195 4.426
C 2.428 -0.412 3.122
H 1.210 2.672 2.443
H 1.945 3.048 4.765
H 3.009 1.211 6.068
H 3.242 -1.023 4.998
H 2.514 -1.406 2.700

***

Entry 3:
48
Properties=species:S:1:pos:R:3 method="wB97M-V/def2-TZVPD" e_lumo_ev=-0.09 e_homo_ev=-9.28 smiles="NB(OC(=O)c1ccccc1)c1cccnc1.CC(C)=O.CC(C)=O" homo_lumo_gap_ha=0.33772
N -3.247 -0.620 2.892
B -3.070 0.531 2.002
O -1.914 0.798 1.262
C -1.072 -0.274 1.050
O 0.017 -0.282 1.589
C -1.441 -1.393 0.118
C -0.398 -2.083 -0.457
C -0.623 -3.144 -1.289
C -1.902 -3.558 -1.583
C -2.941 -2.849 -1.044
C -2.719 -1.785 -0.209
C -4.262 1.527 1.832
C -5.410 1.479 2.605
C -6.414 2.384 2.353
C -6.228 3.283 1.332
N -5.148 3.388 0.570
C -4.209 2.497 0.840
H -3.659 -1.374 2.351
H -2.379 -0.943 3.308
H 0.629 -1.809 -0.256
H 0.216 -3.682 -1.716
H -2.083 -4.414 -2.219
H -3.970 -3.127 -1.243
H -3.575 -1.252 0.192
H -5.500 0.730 3.385
H -7.332 2.376 2.925
H -7.039 3.981 1.129
H -3.310 2.532 0.228
C 2.772 3.420 -0.572
C 2.796 1.939 -0.861
C 1.963 1.051 0.029
O 3.455 1.483 -1.769
H 3.411 3.937 -1.284
H 1.755 3.802 -0.667
H 3.142 3.609 0.437
H 0.914 1.329 -0.041
H 2.299 1.138 1.062
H 2.077 0.018 -0.292
C 5.357 -0.870 -2.196
C 6.241 -2.048 -1.874
C 7.629 -1.746 -1.362
O 5.858 -3.188 -2.016
H 4.393 -1.227 -2.551
H 5.198 -0.266 -1.305
H 5.815 -0.262 -2.977
H 7.569 -1.177 -0.432
H 8.185 -1.174 -2.107
H 8.155 -2.679 -1.170

***

Entry 4:
62
Properties=species:S:1:pos:R:3 method="wB97M-V/def2-TZVPD" charge=+1 e_lumo_ev="-6.23 / -10.83" multiplicity=2 s_squared=0.758 e_homo_ev="-12.49 / -12.49" homo_lumo_gap_ha="0.22979 / 0.06087"
C -23.903 5.655 6.257
C -24.887 4.909 5.336
O -25.477 3.919 6.187
C -25.254 2.582 6.056
O -24.495 2.037 5.218
C -26.019 1.691 7.096
F -26.831 0.836 6.508
F -25.159 1.029 7.828
F -26.666 2.442 7.949
H -24.303 6.476 6.851
H -23.111 6.080 5.640
H -23.412 4.916 6.890
H -24.281 4.452 4.554
H -25.636 5.499 4.808
C -26.716 3.864 14.137
C -26.842 4.731 15.443
O -28.227 4.645 15.863
C -28.563 4.731 17.135
O -27.754 4.885 18.022
C -30.076 4.345 17.417
F -30.493 5.061 18.429
F -30.847 4.383 16.339
F -30.082 3.120 17.853
H -27.046 2.850 14.362
H -25.737 3.931 13.661
H -27.411 4.366 13.464
H -26.417 5.700 15.183
H -26.190 4.321 16.215
C -28.378 10.738 5.929
C -27.958 10.029 7.249
O -27.497 10.907 8.254
C -26.230 11.261 8.347
O -25.345 10.870 7.583
C -25.875 12.170 9.584
F -24.871 11.599 10.226
F -25.469 13.388 9.199
F -26.806 12.302 10.551
H -27.664 11.534 5.718
H -29.320 11.274 6.053
H -28.372 10.073 5.065
H -27.173 9.346 6.926
H -28.735 9.416 7.707
C -31.368 13.260 9.668
C -30.021 12.635 10.010
O -30.329 11.264 9.838
C -29.712 10.396 10.701
O -29.054 10.740 11.718
C -29.980 8.893 10.328
F -30.781 8.360 11.235
F -30.438 8.849 9.102
F -28.827 8.227 10.295
H -31.552 13.313 8.595
H -31.300 14.333 9.846
H -32.270 12.916 10.175
H -29.755 12.892 11.036
H -29.344 12.962 9.221
C -26.110 6.707 9.311
C -26.864 5.732 10.078
N -27.485 4.994 10.644
H -26.540 7.704 9.221
H -25.954 6.253 8.332
H -25.213 6.807 9.922

***

Entry 5:
52
Properties=species:S:1:pos:R:3 method="wB97M-V/def2-TZVPD" e_above_lowest_ev=0.000 e_lumo_ev=0.06 e_homo_ev=-7.86 homo_lumo_gap_ha=0.29081
H -8.692 -2.924 0.055
N -8.072 -3.686 0.319
C -6.851 -3.355 0.240
N -6.262 -2.165 -0.134
C -4.873 -2.139 -0.111
C -4.191 -0.901 -0.478
N -4.949 0.058 -0.851
O -4.273 1.219 -1.176
C -5.210 2.168 -1.676
C -2.675 -0.878 -0.384
O -2.017 -1.820 -0.779
N -2.142 0.212 0.212
C -0.730 0.346 0.366
C -0.064 1.627 -0.032
C 0.191 0.369 -0.817
C 1.418 -0.432 -0.454
N 1.320 -0.574 1.001
C 2.351 -0.583 1.888
O 2.165 -0.527 3.092
C 3.755 -0.609 1.319
C 4.283 0.817 1.155
C 5.680 0.857 0.560
C 5.738 0.488 -0.951
C 5.836 1.978 -1.253
F 6.742 2.363 -2.188
F 4.632 2.506 -1.644
C 6.161 2.292 0.202
C -0.054 -0.446 1.468
C -4.328 -3.301 0.281
S -5.545 -4.487 0.643
H -6.795 -1.360 -0.418
H -4.634 3.062 -1.898
H -5.682 1.793 -2.584
H -5.970 2.387 -0.926
H -2.740 1.000 0.397
H -0.682 2.375 -0.510
H 0.715 2.009 0.617
H -0.214 0.284 -1.814
H 1.383 -1.406 -0.952
H 2.340 0.073 -0.736
H 4.371 -1.147 2.040
H 3.797 -1.150 0.372
H 3.608 1.400 0.519
H 4.286 1.304 2.133
H 6.373 0.292 1.184
H 6.655 -0.027 -1.233
H 4.877 -0.020 -1.384
H 5.613 3.125 0.638
H 7.232 2.431 0.338
H -0.062 0.046 2.439
H -0.536 -1.423 1.562
H -3.278 -3.519 0.341

***

Entry 6:
56
Properties=species:S:1:pos:R:3 method="wB97M-V/def2-TZVPD" e_lumo_ev=-0.37 e_homo_ev=-7.85 homo_lumo_gap_ha=0.27504
C -1.012 1.709 2.014
C -1.702 1.725 0.636
C -0.733 1.847 -0.530
N 0.073 0.638 -0.763
C 1.270 0.506 -0.026
C 2.386 1.292 -0.147
C 2.417 2.433 -1.137
C 3.790 2.992 -1.522
C 3.637 4.414 -2.124
C 3.872 5.490 -1.063
N 5.188 6.120 -1.271
C 3.537 0.991 0.634
C 3.597 -0.051 1.495
F 4.718 -0.305 2.188
C 2.476 -0.902 1.650
N 2.367 -1.970 2.426
S 0.860 -2.534 2.166
N 0.354 -1.470 1.099
C 1.337 -0.597 0.875
H -0.046 2.204 1.965
H -0.888 0.687 2.353
H -1.612 2.258 2.729
H -2.342 2.606 0.595
H -2.367 0.877 0.508
H -1.314 2.031 -1.432
H -0.127 2.726 -0.375
H -0.514 -0.153 -0.527
H 1.939 2.068 -2.045
H 1.816 3.268 -0.794
H 4.451 3.093 -0.671
H 4.273 2.330 -2.235
H 4.404 4.509 -2.886
H 2.641 4.542 -2.530
H 3.833 5.075 -0.060
H 3.085 6.248 -1.112
H 5.192 6.524 -2.200
H 5.305 6.901 -0.638
H 4.434 1.574 0.542
C -3.799 -5.805 0.798
C -4.894 -5.820 -0.280
C -4.478 -5.517 -1.721
F -3.940 -4.287 -1.836
F -5.578 -5.569 -2.509
F -5.913 -5.016 0.090
F -5.373 -7.096 -0.307
O -3.643 -4.630 1.575
C -2.857 -3.587 1.154
C -3.671 -2.315 0.898
F -4.651 -2.543 0.004
F -2.853 -1.361 0.397
F -2.100 -3.925 0.094
F -2.010 -3.302 2.171
H -4.118 -6.550 1.524
H -2.845 -6.154 0.403
H -3.759 -6.261 -2.077
H -4.113 -1.961 1.831

***

Entry 7:
51
Properties=species:S:1:pos:R:3 method="wB97M-V/def2-TZVPD" e_above_lowest_ev=0.000 e_lumo_ev=0.37 e_homo_ev=-8.78 smiles="Cn1nnnc1SCCNC(=O)[C@@H]1CCC(=O)N(CCc2cccc(F)c2)C1" homo_lumo_gap_ha=0.33649
C 3.161 -1.161 3.356
N 1.889 -1.497 2.798
N 1.716 -2.082 1.611
N 0.470 -2.164 1.400
N -0.235 -1.657 2.402
C 0.651 -1.234 3.285
S 0.373 -0.481 4.811
C -1.324 0.121 4.512
C -1.325 1.389 3.660
N -0.967 1.149 2.283
C 0.288 1.372 1.813
O 1.164 1.868 2.489
C 0.476 0.972 0.356
C 1.938 1.042 -0.069
C 2.050 0.496 -1.482
C 1.004 0.996 -2.459
O 1.150 0.836 -3.656
N -0.113 1.577 -1.952
C -1.185 1.917 -2.866
C -2.332 0.888 -2.810
C -1.760 -0.498 -2.907
C -1.514 -1.240 -1.759
C -0.871 -2.464 -1.821
C -0.484 -2.981 -3.044
C -0.761 -2.248 -4.184
F -0.414 -2.756 -5.386
C -1.382 -1.016 -4.137
C -0.312 1.909 -0.559
H 3.212 -0.080 3.508
H 3.299 -1.665 4.313
H 3.928 -1.479 2.653
H -1.737 0.326 5.498
H -1.872 -0.689 4.033
H -0.597 2.103 4.055
H -2.324 1.835 3.694
H -1.583 0.554 1.752
H 0.112 -0.051 0.213
H 2.280 2.077 -0.016
H 2.562 0.454 0.606
H 3.029 0.708 -1.914
H 1.936 -0.593 -1.466
H -1.558 2.919 -2.636
H -0.748 1.913 -3.866
H -3.012 1.087 -3.639
H -2.889 0.997 -1.877
H -1.830 -0.860 -0.798
H -0.659 -3.003 -0.910
H 0.022 -3.930 -3.124
H -1.550 -0.468 -5.050
H -1.383 1.849 -0.341
H 0.008 2.945 -0.374

***

Entry 8:
52
Properties=species:S:1:pos:R:3 method="wB97M-V/def2-TZVPD" e_lumo_ev=-0.61 e_homo_ev=-7.62 homo_lumo_gap_ha=0.25756
In 0.398 0.156 1.363
O -0.218 0.726 3.326
S -1.437 -0.209 3.053
O -2.164 -0.506 4.246
O -0.725 -1.418 2.441
O -2.143 0.427 1.936
N 3.554 -2.581 2.472
C 2.992 -2.604 3.735
C 2.060 -1.613 3.756
N 2.056 -0.994 2.534
C 2.947 -1.595 1.784
C 3.140 -1.074 0.443
N 2.432 -0.028 0.079
C 2.764 0.239 -1.227
C 3.699 -0.657 -1.640
N 3.921 -1.497 -0.565
H 4.295 -3.181 2.154
H 3.302 -3.310 4.484
H 1.385 -1.307 4.537
H 2.308 1.048 -1.769
H 4.194 -0.793 -2.585
H 4.525 -2.301 -0.571
C -0.614 -2.431 -0.875
C -1.350 -1.644 -1.964
C -0.404 -1.299 -3.120
C -2.088 -0.403 -1.489
C -3.449 -0.306 -1.757
C -4.160 0.852 -1.486
C -3.482 1.951 -0.986
C -2.125 1.893 -0.696
C -1.418 3.164 -0.245
C -0.709 3.081 1.112
C -0.455 3.659 -1.332
C -1.442 0.690 -0.901
O -0.116 0.619 -0.554
H -0.438 -3.458 -1.204
H -1.174 -2.460 0.057
H 0.367 -1.982 -0.676
H -2.117 -2.307 -2.372
H 0.363 -0.603 -2.778
H -0.952 -0.829 -3.939
H 0.084 -2.200 -3.504
H -3.959 -1.155 -2.200
H -5.223 0.902 -1.681
H -4.021 2.875 -0.802
H -2.203 3.917 -0.141
H 0.261 2.580 1.014
H -1.313 2.544 1.845
H -0.503 4.082 1.496
H 0.348 2.934 -1.477
H -0.013 4.620 -1.052
H -0.978 3.785 -2.281

***

Entry 9:
44
Properties=species:S:1:pos:R:3 method="wB97M-V/def2-TZVPD" e_above_lowest_ev=1.278 e_lumo_ev=-0.12 e_homo_ev=-6.82 homo_lumo_gap_ha=0.24618
C -2.815 2.528 0.576
C -1.362 2.619 0.531
N -0.652 3.752 0.842
C 0.656 3.421 0.689
C 1.801 4.374 0.881
C 0.705 2.065 0.297
N -0.567 1.587 0.211
H -3.124 1.552 0.185
H -3.199 2.617 1.608
H -3.279 3.302 -0.060
H 2.729 3.849 0.612
H 1.725 5.259 0.236
H 1.907 4.713 1.918
H 1.600 1.526 0.129
C 3.914 -2.822 0.303
C 3.799 -3.097 1.804
C 2.575 -2.345 2.325
N 1.950 -1.769 1.139
C 0.658 -1.400 1.161
C -0.101 -1.114 0.042
C -1.315 -0.312 0.108
C -2.237 -0.407 -1.069
C -3.622 -0.708 -0.961
C -4.460 -0.651 -2.067
C -3.941 -0.280 -3.324
C -2.579 0.053 -3.445
C -1.736 -0.046 -2.348
C 2.589 -2.155 -0.115
H 4.768 -2.151 0.080
H 4.068 -3.749 -0.271
H 3.626 -4.180 1.963
H 4.707 -2.817 2.359
H 1.870 -3.036 2.829
H 2.853 -1.560 3.070
H 0.172 -1.344 2.137
H 0.335 -1.300 -0.974
H -1.758 -0.101 1.070
H -4.015 -1.013 0.018
H -5.515 -0.951 -1.987
H -4.603 -0.220 -4.196
H -2.172 0.328 -4.422
H -0.674 0.195 -2.423
H 2.739 -1.308 -0.813
H 1.981 -2.903 -0.648

***

Number 1: DFT total energy -298002.083 eV. Number 2: DFT total energy -59248.481 eV. Number 3: DFT total energy -30887.683 eV. Number 4: DFT total energy -69506.547 eV. Number 5: DFT total energy -48900.769 eV. Number 6: DFT total energy -62339.307 eV. Number 7: DFT total energy -45628.172 eV. Number 8: DFT total energy -51247.416 eV. Number 9: DFT total energy -23507.283 eV.